Entry 1:
DFT (the ωB97M-V functional and the def2-TZVPD basis) results for a cluster of 10 separate species, C22H53Cl6O7S4 in total in a non-equilibrium geometry.

total charge	-1
HOMO energy	-5.4399	eV
gap between HOMO and LUMO	7.2	eV
lowest unoccupied orbital energy	1.776	eV

Atoms and positions in Å:
1 C -0.08012 -1.03189 0.60902
2 C 0.06134 0.16444 -0.31168
3 O -0.96257 0.57449 -1.03433
4 H -0.08490 -1.97440 0.10173
5 H -1.03047 -1.03101 1.12857
6 H 0.77483 -1.06607 1.24839
7 H 1.00086 -0.04951 -0.98076
8 H 0.50455 1.02713 0.36434
9 C 2.67994 -5.39029 3.48924
10 S 2.46631 -3.65156 2.81495
11 O 3.64050 -2.95779 3.43790
12 C 3.01914 -3.97475 1.09847
13 H 2.43193 -5.37757 4.59201
14 H 3.75437 -5.58702 3.33595
15 H 2.03113 -6.08768 2.95432
16 H 2.27424 -4.46152 0.46223
17 H 3.88305 -4.66352 1.15162
18 H 3.37615 -3.08082 0.62486
19 C -3.30617 -1.89692 -1.60938
20 S -4.90070 -0.95746 -1.41592
21 O -5.88897 -1.86430 -0.78195
22 C -4.25319 0.12785 -0.08119
23 H -3.45155 -2.63410 -2.41385
24 H -3.25109 -2.51537 -0.70006
25 H -2.45003 -1.16738 -1.75248
26 H -4.90548 0.98116 0.10674
27 H -3.24476 0.44178 -0.27978
28 H -4.33595 -0.46494 0.82916
29 C 2.03116 5.87038 2.27314
30 S 3.42228 4.60816 2.40435
31 O 3.76684 4.49728 3.86360
32 C 2.35446 3.15500 2.16271
33 H 1.17904 5.47741 2.83786
34 H 1.74715 6.12835 1.23274
35 H 2.42625 6.75129 2.82731
36 H 1.81114 3.12740 1.20703
37 H 1.69570 3.20145 3.00391
38 H 2.94941 2.28193 2.25569
39 C 0.40776 3.64421 -2.33620
40 S 2.14340 4.31637 -2.29645
41 O 2.49859 4.59658 -0.84924
42 C 3.01393 2.71004 -2.56075
43 H 0.44434 2.60122 -2.01489
44 H -0.03869 3.77285 -3.33833
45 H -0.07918 4.17997 -1.52362
46 H 3.92368 2.81065 -1.99965
47 H 3.17143 2.49568 -3.62215
48 H 2.51053 1.88994 -2.06763
49 C 0.91897 -0.43527 5.14362
50 C 0.05143 -1.70081 5.15063
51 O -0.04302 -2.24687 6.23130
52 C -0.81938 -2.15813 3.96902
53 H 1.17250 -0.18685 4.14855
54 H 1.83170 -0.53053 5.76862
55 H 0.29794 0.36046 5.57514
56 H -0.37636 -2.32629 3.00252
57 H -1.63394 -1.42243 3.91819
58 H -1.26039 -3.13436 4.19504
59 C 0.81184 -4.02410 -2.17510
60 C -0.09055 -4.13855 -3.38692
61 O -1.19183 -3.62167 -3.35054
62 C 0.40493 -4.92219 -4.60017
63 H 0.47765 -4.69056 -1.34788
64 H 0.85575 -3.01516 -1.72068
65 H 1.83596 -4.40957 -2.32084
66 H -0.42752 -4.96581 -5.28003
67 H 0.80219 -5.90476 -4.41877
68 H 1.22241 -4.27375 -4.95119
69 Cl -4.37670 3.84616 -1.02211
70 C -3.11611 2.90415 -1.90947
71 C -3.57482 2.27824 -3.18772
72 Cl -4.08354 3.41898 -4.42118
73 H -2.72243 2.14907 -1.25825
74 H -2.30617 3.57984 -2.13236
75 H -4.33256 1.53523 -2.90151
76 H -2.74329 1.69990 -3.58584
77 Cl -0.90239 3.42086 4.03633
78 C -1.08169 2.13326 2.80426
79 C -2.13655 2.33935 1.82705
80 Cl -3.76109 1.96171 2.55567
81 H -1.30688 1.22792 3.33278
82 H -0.11879 2.05248 2.26308
83 H -1.96765 1.71611 0.93897
84 H -2.17209 3.35134 1.47884
85 Cl -0.36052 0.80104 -5.44821
86 C 0.34792 0.56555 -3.81363
87 C 0.72753 -0.83836 -3.60020
88 Cl 2.09211 -1.45095 -4.61756
89 H -0.40362 0.83534 -3.01729
90 H 1.20392 1.18019 -3.89298
91 H -0.06195 -1.57648 -3.78825
92 H 1.18544 -0.93083 -2.63847

Entry 2:
DFT (the ωB97M-V functional and the def2-TZVPD basis) results for a cluster of 3 separate species, C22H53ClN2O12P3 in total in a non-equilibrium geometry.

total charge	+1
HOMO energy	-12.2628	eV
gap between HOMO and LUMO	9.6	eV
lowest unoccupied orbital energy	-2.707	eV

Atoms and positions in Å:
1 C 0.44401 5.11397 -0.70508
2 C 1.06442 3.73173 -0.56200
3 O 1.63116 3.54703 0.73186
4 C 0.05159 2.59649 -0.62672
5 N -0.81449 2.62736 -1.84095
6 C -1.98708 1.67728 -1.76842
7 C -2.95892 2.05807 -2.88986
8 C -4.17859 1.11085 -2.91957
9 C -5.50598 1.88547 -2.91133
10 C -5.63080 2.79216 -4.12691
11 Cl -7.29443 3.37891 -4.33965
12 N -2.35341 2.16125 -4.20424
13 C -1.11163 2.88752 -4.25979
14 C -0.10243 2.48358 -3.15069
15 P 0.49988 0.78886 -3.50478
16 O -0.58539 -0.12341 -3.87890
17 O 1.34303 0.24150 -2.27904
18 O 1.51824 0.95183 -4.71895
19 H 0.29000 5.34736 -1.76671
20 H 1.11424 5.89262 -0.34164
21 H -0.52771 5.19729 -0.21230
22 H 1.88848 3.61623 -1.27728
23 H 1.95948 4.39624 1.04303
24 H 0.54976 1.63629 -0.51462
25 H -0.60937 2.71064 0.23474
26 H -1.24625 3.55854 -1.86021
27 H -2.47244 1.88146 -0.81262
28 H -1.64944 0.64328 -1.79556
29 H -3.34158 3.06140 -2.63594
30 H -4.14831 0.47733 -2.03171
31 H -4.10950 0.51905 -3.83358
32 H -6.31649 1.15674 -2.89727
33 H -5.54472 2.47754 -1.99324
34 H -5.29078 2.28154 -5.02684
35 H -5.00949 3.68006 -4.01240
36 H -2.28504 1.26548 -4.66888
37 H -1.30970 3.96470 -4.18517
38 H -0.64512 2.72167 -5.23196
39 H 0.75488 3.16068 -3.18958
40 H 1.33927 -0.73219 -2.33113
41 H 1.62400 1.83983 -5.07789
42 O 1.05949 1.35744 4.81276
43 P 2.36903 1.97019 5.03067
44 O 3.58113 1.05372 4.54007
45 C 3.61466 0.62788 3.16909
46 C 3.85035 1.76391 2.19406
47 O 2.71003 1.97681 6.59551
48 C 1.74830 1.57415 7.57822
49 C 1.94100 0.12407 7.97085
50 O 2.74346 3.45384 4.66305
51 C 3.76036 4.22260 5.34502
52 C 5.15484 3.64618 5.28964
53 H 2.67819 0.11498 2.93549
54 H 4.41772 -0.10453 3.10596
55 H 3.01549 2.45819 2.20650
56 H 3.94577 1.37286 1.17984
57 H 4.75343 2.32094 2.44208
58 H 0.73622 1.75145 7.21642
59 H 1.90094 2.22488 8.44014
60 H 2.08064 -0.50016 7.08824
61 H 1.07670 -0.24250 8.52484
62 H 2.82674 0.00798 8.59644
63 H 3.44843 4.39865 6.37280
64 H 3.74398 5.19036 4.84401
65 H 5.24387 2.74476 5.89340
66 H 5.85141 4.38602 5.68578
67 H 5.44976 3.40344 4.27017
68 O -2.07642 -3.91813 -1.04588
69 P -1.51756 -5.25552 -1.25233
70 O -0.29948 -5.58320 -0.28169
71 C -0.48997 -5.54872 1.14718
72 C -1.37690 -6.66045 1.66914
73 O -0.69758 -5.26497 -2.64291
74 C -0.74405 -4.14070 -3.51546
75 C 0.43260 -3.21752 -3.27746
76 O -2.35353 -6.56770 -1.41560
77 C -1.93072 -7.73015 -2.16492
78 C -0.65703 -8.38071 -1.68257
79 H -0.89130 -4.57231 1.42742
80 H 0.50794 -5.63336 1.57363
81 H -2.40136 -6.55677 1.30856
82 H -1.40216 -6.63076 2.75842
83 H -1.01323 -7.63651 1.35209
84 H -1.68348 -3.60173 -3.39679
85 H -0.72124 -4.52711 -4.53521
86 H 0.59756 -3.05607 -2.20776
87 H 0.25151 -2.25914 -3.76414
88 H 1.35303 -3.64811 -3.67633
89 H -1.86758 -7.47278 -3.22078
90 H -2.76063 -8.42777 -2.06300
91 H 0.21687 -7.76496 -1.89034
92 H -0.53277 -9.32846 -2.20745
93 H -0.68778 -8.57869 -0.61304

Entry 3:
DFT (the ωB97M-V functional and the def2-TZVPD basis) results for a cluster of 4 separate species, C22H53N3O3S2 in total.

total charge	0
HOMO energy	-8.0166	eV
gap between HOMO and LUMO	8.5	eV
lowest unoccupied orbital energy	0.524	eV
SMILES	O=S1(=O)CCC[C@H](S)O1.CCN(CC)CC.CCN(CC)CC.CCN(CC)CC

Atoms and positions in Å:
1 O -0.72964 -5.92813 2.75822
2 S -1.87383 -5.07122 2.79627
3 O -2.66518 -4.97413 3.97526
4 C -2.92016 -5.40962 1.40535
5 C -3.63726 -4.11273 1.03670
6 C -2.63646 -3.15931 0.38761
7 C -1.28060 -3.12633 1.13303
8 S 0.11016 -3.91185 0.23053
9 O -1.41286 -3.56745 2.48963
10 H -2.29494 -5.76621 0.58729
11 H -3.58126 -6.20804 1.74205
12 H -4.47827 -4.30589 0.37264
13 H -4.02322 -3.67468 1.95963
14 H -3.05373 -2.15225 0.33874
15 H -2.42468 -3.46830 -0.63686
16 H -0.95254 -2.09202 1.20835
17 H 0.06904 -5.13128 0.78213
18 C -2.31367 0.47467 4.26714
19 C -1.73161 1.39501 3.20470
20 N -2.17072 1.05895 1.85930
21 C -1.38518 1.69103 0.81356
22 C -1.41688 3.21968 0.71326
23 C -3.61224 1.04093 1.66562
24 C -4.39919 2.31720 1.98550
25 H -2.13492 -0.57124 4.01197
26 H -1.84269 0.67704 5.22948
27 H -3.38727 0.61863 4.39403
28 H -0.64238 1.29907 3.21510
29 H -1.95079 2.43917 3.47706
30 H -1.69748 1.26353 -0.14388
31 H -0.34650 1.37747 0.95895
32 H -2.37083 3.58596 0.33456
33 H -0.64329 3.55497 0.01886
34 H -1.22379 3.69411 1.67625
35 H -4.01254 0.23085 2.28088
36 H -3.81014 0.74534 0.63131
37 H -4.12371 2.72729 2.95807
38 H -5.46625 2.08951 2.01808
39 H -4.25307 3.09457 1.23705
40 C -0.42992 8.91316 -3.73503
41 C -0.54227 8.69749 -2.23343
42 N -1.42714 7.59999 -1.88457
43 C -1.80729 7.58115 -0.48278
44 C -0.70454 7.36147 0.55899
45 C -1.09600 6.31464 -2.47766
46 C 0.30350 5.74510 -2.21808
47 H -1.41999 9.00422 -4.18368
48 H 0.12619 9.82927 -3.93729
49 H 0.09711 8.09615 -4.22926
50 H -0.95996 9.59930 -1.77729
51 H 0.47046 8.58297 -1.81466
52 H -2.57808 6.81565 -0.35607
53 H -2.29623 8.53727 -0.27100
54 H -0.33833 6.33532 0.55617
55 H -1.09601 7.56371 1.55802
56 H 0.14306 8.02880 0.39821
57 H -1.23770 6.39534 -3.55825
58 H -1.84734 5.59654 -2.13839
59 H 1.08694 6.48107 -2.40515
60 H 0.48603 4.90073 -2.88599
61 H 0.41802 5.38491 -1.19684
62 C 5.33712 -4.46886 -3.38596
63 C 4.99677 -4.62455 -1.91148
64 N 4.14199 -5.76795 -1.64660
65 C 3.53946 -5.75052 -0.32549
66 C 4.46026 -5.84667 0.89573
67 C 4.64852 -7.05134 -2.10516
68 C 6.02786 -7.49707 -1.60530
69 H 4.42906 -4.47220 -3.99047
70 H 5.85669 -3.52376 -3.54869
71 H 5.99031 -5.26579 -3.74358
72 H 4.45122 -3.73700 -1.57905
73 H 5.93317 -4.64417 -1.33097
74 H 2.80571 -6.56109 -0.28270
75 H 2.96638 -4.82089 -0.24690
76 H 4.88464 -6.84308 1.01376
77 H 3.88968 -5.62577 1.79979
78 H 5.27994 -5.12897 0.84067
79 H 4.67175 -7.03373 -3.19781
80 H 3.90393 -7.80641 -1.84087
81 H 6.77311 -6.70904 -1.72483
82 H 6.36688 -8.35711 -2.18607
83 H 6.01562 -7.79261 -0.55739

Entry 4:
DFT (the ωB97M-V functional and the def2-TZVPD basis) results for a structure of composition C22H54B3BrNO9P in a non-equilibrium geometry.

total charge	0
HOMO energy	-8.9359	eV
gap between HOMO and LUMO	8.7	eV
lowest unoccupied orbital energy	-0.280	eV

Atoms and positions in Å:
1 C -2.84816 -1.84248 0.75444
2 C -1.76660 -2.34815 0.46890
3 B -0.36719 -2.70506 -0.22667
4 O -0.25816 -3.60798 -1.33550
5 B 0.59681 -2.89209 -2.24326
6 N 1.52229 -3.55083 -3.18609
7 O 0.52635 -1.43866 -2.13474
8 B 1.11636 -1.13505 -0.85653
9 P 2.09498 0.49902 -0.66074
10 O 1.19982 1.63102 -1.60134
11 Br 2.06751 1.19830 1.51552
12 O 0.87966 -2.09578 0.18644
13 H -3.82400 -1.28488 0.78465
14 H 2.47723 -3.59611 -2.79271
15 H 1.63648 -2.94651 -4.01787
16 H 0.26963 1.32888 -1.48195
17 C -5.93529 -3.96238 5.78661
18 C -5.78382 -3.65781 4.30680
19 O -4.62175 -2.90168 3.99775
20 C -3.37434 -3.49498 4.33771
21 C -3.12526 -4.82365 3.64592
22 H -5.95167 -3.03704 6.36793
23 H -6.86517 -4.50669 5.96877
24 H -5.11254 -4.57137 6.16458
25 H -6.63657 -3.05799 3.97992
26 H -5.80663 -4.57635 3.70989
27 H -3.28611 -3.59232 5.42465
28 H -2.59974 -2.78845 4.03008
29 H -3.86526 -5.57576 3.92733
30 H -2.13856 -5.21105 3.90983
31 H -3.17716 -4.70462 2.56008
32 C -4.39025 -4.91134 -1.80052
33 C -5.47462 -4.04249 -1.18930
34 O -5.93888 -3.01794 -2.05860
35 C -6.51565 -3.44596 -3.28292
36 C -7.73327 -4.33615 -3.10529
37 H -3.53969 -4.29951 -2.11143
38 H -4.04273 -5.65093 -1.07514
39 H -4.74576 -5.44902 -2.68128
40 H -5.06873 -3.53940 -0.30860
41 H -6.31633 -4.64894 -0.83660
42 H -5.75926 -3.93328 -3.90738
43 H -6.81553 -2.54031 -3.81544
44 H -7.48773 -5.26534 -2.58757
45 H -8.15856 -4.59788 -4.07692
46 H -8.49730 -3.82475 -2.51391
47 C 5.69896 3.46895 -3.43620
48 C 5.52668 2.94612 -2.02137
49 O 5.86828 1.57319 -1.87800
50 C 7.20599 1.22253 -2.19554
51 C 8.24203 1.93467 -1.34336
52 H 5.10059 2.88104 -4.13693
53 H 5.38299 4.51324 -3.49668
54 H 6.73728 3.41510 -3.76792
55 H 4.47514 3.03366 -1.73772
56 H 6.09047 3.55244 -1.30378
57 H 7.39610 1.38265 -3.26238
58 H 7.29068 0.14619 -2.02714
59 H 8.21061 3.01700 -1.48206
60 H 9.24736 1.59410 -1.60222
61 H 8.06622 1.73592 -0.28291
62 C 4.58642 9.07267 -5.15793
63 C 5.88479 8.29509 -5.03513
64 O 5.79486 6.95891 -5.50991
65 C 5.44798 6.79867 -6.87715
66 C 6.43114 7.44740 -7.83585
67 H 3.78230 8.56151 -4.62279
68 H 4.70351 10.07515 -4.73932
69 H 4.27114 9.17975 -6.19714
70 H 6.15864 8.22809 -3.97972
71 H 6.70774 8.81868 -5.53403
72 H 4.42911 7.15959 -7.05376
73 H 5.42912 5.72276 -7.06613
74 H 6.48140 8.52934 -7.69917
75 H 6.13740 7.25508 -8.87031
76 H 7.43742 7.05100 -7.67718
77 C -3.27697 0.13345 6.18627
78 C -3.29260 -0.85471 7.33814
79 O -2.14995 -1.70306 7.37403
80 C -0.89223 -1.05948 7.51318
81 C -0.76347 -0.24108 8.78601
82 H -3.19743 -0.39331 5.23193
83 H -4.19384 0.72786 6.18255
84 H -2.43297 0.82245 6.25090
85 H -4.16068 -1.50910 7.22943
86 H -3.41221 -0.34179 8.29891
87 H -0.67988 -0.44890 6.62909
88 H -0.14031 -1.85203 7.52616
89 H -1.48605 0.57652 8.82061
90 H 0.23604 0.19361 8.85964
91 H -0.93863 -0.86922 9.66338

Entry 5:
DFT (the ωB97M-V functional and the def2-TZVPD basis) results for a cluster of 8 separate species, C22H54Br4N2O8 in total in a non-equilibrium geometry.

total charge	+1
HOMO energy (spin up / spin down)	-11.2757 / -11.2757	eV
gap between HOMO and LUMO (spin up / spin down)	7.9 / 2.7	eV
lowest unoccupied orbital energy (spin up / spin down)	-3.365 / -8.561	eV
spin multiplicity	2

Atoms and positions in Å:
1 C 3.64387 -3.39842 1.69261
2 N 2.36366 -3.73333 1.07442
3 O 1.77461 -4.75800 1.46757
4 O 2.01965 -2.95914 0.14929
5 H 4.22094 -4.31802 1.59556
6 H 3.32603 -3.27394 2.72778
7 H 4.00665 -2.42882 1.35150
8 C 0.55430 -0.49575 0.01516
9 N -0.65835 0.20305 -0.40569
10 O -0.77520 0.55460 -1.61551
11 O -1.46457 0.34319 0.48010
12 H 1.11203 0.28020 0.53951
13 H 1.04670 -0.74084 -0.92589
14 H 0.31637 -1.34034 0.66181
15 Br 1.42266 -0.16003 3.45395
16 C 1.90025 0.27286 5.37364
17 C 3.22730 -0.36363 5.72237
18 Br 4.33620 0.64415 7.00578
19 H 1.04076 0.10888 6.02364
20 H 2.07339 1.34513 5.28219
21 H 3.72632 -0.40301 4.75411
22 H 3.07755 -1.35856 6.14165
23 Br -3.09565 -1.63874 4.51389
24 C -4.00302 -0.37867 3.26573
25 C -4.20498 1.01695 3.88050
26 Br -2.59852 1.80315 4.73665
27 H -4.90575 -0.90263 2.95165
28 H -3.38480 -0.32312 2.36973
29 H -5.03501 0.90772 4.57851
30 H -4.53374 1.73104 3.12546
31 C 0.98139 6.89611 4.23813
32 C 1.51795 5.45378 4.33292
33 O 1.41686 4.78693 2.99319
34 C 0.15569 4.23734 2.53442
35 C 0.52932 3.35936 1.25707
36 H 1.40729 7.55241 3.47920
37 H -0.10123 6.99669 4.16117
38 H 1.15021 7.46324 5.15354
39 H 2.56478 5.40590 4.63286
40 H 0.91841 4.90248 5.05730
41 H -0.37975 3.55643 3.19605
42 H -0.62831 4.95835 2.30294
43 H -0.43626 3.11284 0.81550
44 H 1.24086 2.54758 1.40813
45 H 1.18323 3.84703 0.53411
46 C -3.49012 2.53402 -2.37196
47 C -3.25503 3.64840 -3.32330
48 O -3.92028 3.21395 -4.59078
49 C -3.87923 4.26300 -5.59099
50 C -4.07211 3.63528 -6.94633
51 H -4.55683 2.31076 -2.35246
52 H -2.84724 1.70637 -2.67164
53 H -3.14003 2.93285 -1.41987
54 H -3.57833 4.62751 -2.96986
55 H -2.17729 3.81137 -3.32900
56 H -4.56347 5.09941 -5.44837
57 H -2.90436 4.74919 -5.62784
58 H -4.27316 4.44021 -7.65327
59 H -4.98024 3.03371 -6.90744
60 H -3.17535 3.13614 -7.31346
61 C 4.52442 -4.97978 -5.38609
62 C 3.82919 -4.62852 -4.11916
63 O 4.28780 -3.42820 -3.57423
64 C 3.77419 -3.08793 -2.28519
65 C 4.03182 -1.65796 -1.82403
66 H 4.02306 -5.78329 -5.92564
67 H 4.54867 -4.10641 -6.03781
68 H 5.54852 -5.32251 -5.23829
69 H 2.80118 -4.42312 -4.41767
70 H 4.07248 -5.32784 -3.31924
71 H 2.69115 -3.20500 -2.32308
72 H 4.19646 -3.70311 -1.49062
73 H 3.32395 -0.96201 -2.27422
74 H 5.05463 -1.32418 -1.99883
75 H 3.99629 -1.46075 -0.75261
76 C -2.28804 -3.93402 1.63661
77 C -1.64699 -3.38042 0.38486
78 O -1.93554 -4.16841 -0.67518
79 C -1.40365 -3.81693 -1.89580
80 C -2.10964 -2.63147 -2.53200
81 H -3.36755 -3.79290 1.68978
82 H -2.00698 -4.92693 1.98764
83 H -2.01868 -3.38346 2.53796
84 H -1.97246 -2.34919 0.24804
85 H -0.56475 -3.48880 0.45638
86 H -0.35845 -3.60280 -1.67263
87 H -1.46845 -4.69228 -2.54207
88 H -3.18739 -2.66405 -2.69170
89 H -1.73649 -2.50415 -3.54820
90 H -1.87551 -1.71850 -1.98449